{"formula": "C3H4HgNaO3", "method": "the ωB97M-V functional and the def2-TZVPD basis", "spin_multiplicity": 2, "relative_energy_ev": 0.000, "s_squared": 1.1148, "energy_ev": -17905.1082, "orbital_gap_ev": [6.291, 4.839], "homo_energy_ev": [-7.22, -6.12], "symbols": ["O", "C", "C", "C", "O", "O", "Na", "Hg", "H", "H", "H", "H"], "positions_angstrom": [[-0.20521, -0.49597, 1.37717], [-1.06608, -0.49742, 0.25938], [-0.94787, 0.76774, -0.59960], [2.25303, 0.41273, -0.32970], [2.36550, -0.75483, -0.51729], [1.50342, 1.34427, -0.57390], [0.33836, 1.73408, 1.69555], [1.12035, -2.10913, 0.99112], [-2.12219, -0.64415, 0.56990], [-0.87084, -1.41620, -0.37264], [-1.93054, 1.12783, -0.95049], [-0.43793, 0.53106, -1.54949]], "forces_ev_per_angstrom": [[-0.592, 1.665, 0.506], [-0.554, 0.030, -0.420], [-1.354, -2.098, -1.626], [-2.540, 1.045, -2.497], [1.739, 0.021, 0.331], [1.978, -0.083, 1.914], [-0.154, -0.650, -0.542], [0.546, -2.069, 0.674], [0.342, 0.301, 0.100], [0.002, 0.728, 0.111], [0.255, 0.637, 0.788], [0.333, 0.473, 0.661]], "mulliken_charge": [-0.85, 0.06, -0.92, 0.45, -0.37, -0.42, 0.81, 0.31, 0.26, 0.22, 0.30, 0.16]}



{"formula": "C6H13NO2", "method": "the ωB97M-V functional and the def2-TZVPD basis", "relative_energy_ev": 3.769, "energy_ev": -12014.9557, "orbital_gap_ev": 8.024, "homo_energy_ev": -7.59, "symbols": ["C", "C", "C", "C", "C", "N", "C", "O", "O", "H", "H", "H", "H", "H", "H", "H", "H", "H", "H", "H", "H", "H"], "positions_angstrom": [[-0.14033, -0.17081, -0.74232], [-0.75048, 0.20427, 0.56105], [2.21983, -0.37140, 0.53203], [0.28316, 0.87876, -1.73370], [-1.09153, -0.96584, 1.47484], [1.37989, -0.92240, -0.54201], [-2.13985, 1.12212, 0.30006], [-2.08817, 1.86256, -0.76145], [-3.05240, 0.92995, 1.04049], [-1.15260, 1.68672, -1.36484], [1.33383, -1.94009, -0.49619], [-0.71014, -0.96264, -1.22958], [-0.12850, 0.93903, 1.08145], [3.20513, -0.83997, 0.51130], [2.32941, 0.69706, 0.34786], [1.76655, -0.52440, 1.50909], [1.60719, -0.35270, -1.50150], [0.72139, 1.78316, -1.31573], [-0.03226, 0.73520, -2.76160], [-1.72957, -1.67878, 0.95047], [-1.64390, -0.62400, 2.34757], [-0.18665, -1.48580, 1.79271]], "forces_ev_per_angstrom": [[1.251, 0.634, -1.369], [-1.471, 1.403, 0.352], [0.054, -0.005, -0.033], [-1.251, -0.375, 1.036], [0.015, 0.178, -0.249], [-0.458, 1.031, -0.736], [2.591, -2.361, -0.672], [0.665, 0.587, -0.930], [-0.885, 0.582, 0.490], [-1.152, -0.284, 1.340], [0.192, 0.059, -0.336], [0.066, -0.088, 0.025], [0.240, -0.089, 0.028], [-0.079, 0.074, -0.002], [0.005, -0.017, 0.044], [-0.009, -0.031, -0.040], [-0.196, -1.485, 1.361], [0.004, 0.005, -0.456], [0.351, 0.294, 0.062], [-0.012, -0.032, -0.012], [0.090, -0.009, -0.005], [-0.011, -0.072, 0.104]], "mulliken_charge": [-0.29, 0.39, -0.82, -1.34, -1.58, -0.21, 0.46, -0.58, -0.58, 0.32, 0.34, 0.27, 0.26, 0.35, 0.28, 0.31, 0.50, 0.41, 0.39, 0.33, 0.39, 0.38]}



{"formula": "C15H25NO8P", "method": "the ωB97M-V functional and the def2-TZVPD basis", "energy_ev": -43122.8637, "total_charge": -1, "orbital_gap_ev": 5.960, "homo_energy_ev": -4.28, "symbols": ["C", "O", "C", "C", "C", "C", "C", "C", "C", "C", "N", "P", "O", "O", "O", "H", "H", "H", "H", "H", "H", "H", "H", "H", "H", "H", "H", "H", "H", "H", "H", "H", "H", "H", "H", "H", "C", "C", "C", "O", "C", "C", "C", "O", "O", "O", "H", "H", "H", "H"], "positions_angstrom": [[7.28637, 0.35588, -0.63417], [5.94148, 0.00392, -0.84365], [5.66988, -0.80075, -1.97829], [4.85299, -0.05378, -3.02606], [3.35564, 0.07194, -2.68530], [2.87825, 1.51267, -2.45015], [1.38449, 1.68893, -2.72748], [0.47689, 1.14555, -1.60861], [-0.66674, 2.07565, -1.20893], [-1.81456, 1.29916, -0.55623], [-2.47362, 0.47189, -1.53878], [-3.30757, -0.76884, -1.05175], [-4.62847, -0.57087, -0.37038], [-2.39294, -1.73703, -0.07840], [-3.52239, -1.73267, -2.33422], [7.48271, 0.36426, 0.43900], [7.50497, 1.35358, -1.03322], [7.97530, -0.35694, -1.09926], [5.11223, -1.67803, -1.63298], [6.59550, -1.17474, -2.43151], [4.96295, -0.61532, -3.95783], [5.28960, 0.93972, -3.15607], [2.78280, -0.29617, -3.54161], [3.09462, -0.56705, -1.83832], [3.07883, 1.80485, -1.41526], [3.44541, 2.16086, -3.12541], [1.13870, 1.17557, -3.66277], [1.16963, 2.74888, -2.89176], [0.05301, 0.18453, -1.90945], [1.09565, 0.96062, -0.72124], [-1.05930, 2.60557, -2.08044], [-0.29275, 2.79968, -0.47468], [-2.50615, 2.02002, -0.09420], [-1.35265, 0.72816, 0.27747], [-1.54873, -1.29988, 0.09405], [-2.67350, -2.15481, -2.52513], [-3.84727, 0.16224, 4.27709], [-4.35054, -0.28855, 3.09764], [-5.18430, -1.56835, 3.05055], [-5.66394, -1.92654, 2.00380], [-5.38226, -2.30344, 4.30233], [-4.86320, -1.83518, 5.43847], [-4.07030, -0.55572, 5.49142], [-3.66248, -0.22046, 6.60236], [-4.99057, -2.42795, 6.62825], [-4.13235, 0.36833, 1.99463], [-3.26042, 1.06858, 4.32906], [-5.96050, -3.21578, 4.25864], [-4.50890, -1.83914, 7.24567], [-4.51148, -0.08306, 1.15312]], "forces_ev_per_angstrom": [[0.082, 0.123, -0.059], [0.021, -0.199, 0.157], [-0.077, 0.032, -0.182], [-0.094, -0.351, 0.399], [-0.095, 0.279, -0.322], [-0.137, -0.270, -0.135], [-0.048, -0.025, 0.194], [0.186, 0.020, -0.094], [-0.043, -0.247, 0.295], [-0.095, 0.127, -0.375], [0.442, -0.474, 0.195], [-0.062, 0.839, -0.172], [0.026, -0.220, 0.160], [0.120, -0.057, 0.118], [0.013, -0.232, 0.226], [-0.051, 0.035, 0.000], [0.005, -0.024, -0.023], [-0.039, -0.026, 0.015], [-0.017, 0.019, -0.012], [0.104, 0.120, 0.129], [0.038, 0.152, -0.083], [0.069, -0.063, -0.147], [-0.008, -0.126, 0.065], [0.014, 0.017, 0.005], [0.193, 0.167, -0.093], [0.033, 0.084, 0.112], [-0.004, 0.138, -0.069], [0.017, 0.009, 0.077], [-0.073, 0.037, 0.013], [-0.050, -0.054, 0.012], [0.007, 0.008, 0.012], [0.014, 0.199, -0.205], [0.060, -0.023, 0.110], [-0.115, 0.064, 0.098], [-0.135, -0.044, -0.100], [-0.228, 0.189, -0.083], [0.006, -0.058, 0.275], [0.260, 0.334, -0.115], [-0.016, 0.003, 0.087], [-0.086, 0.021, -0.022], [0.027, -0.025, -0.025], [-0.045, -0.068, 0.021], [0.086, 0.169, -0.154], [-0.013, -0.071, 0.091], [-0.029, -0.044, 0.032], [-0.486, -0.434, 0.164], [-0.012, 0.011, -0.077], [0.001, -0.002, -0.013], [0.023, 0.062, -0.036], [0.210, -0.121, -0.469]], "mulliken_charge": [-0.68, -0.30, -0.68, -0.67, -0.46, -0.71, -0.96, -0.22, -1.07, -0.42, -0.43, 0.78, -0.78, -0.56, -0.58, 0.22, 0.25, 0.32, 0.34, 0.43, 0.38, 0.27, 0.46, 0.24, 0.21, 0.46, 0.34, 0.42, 0.24, 0.31, 0.45, 0.29, 0.30, 0.18, 0.35, 0.28, -0.97, 0.59, 0.82, -0.52, -1.13, 0.34, 1.11, -0.71, -0.61, -0.43, 0.43, 0.41, 0.37, 0.32]}



{"formula": "C45H37N3O6S3SeTeW", "method": "the ωB97M-V functional and the def2-TZVPD basis", "relative_energy_ev": 0.000, "energy_ev": -170992.8447, "total_charge": -2, "orbital_gap_ev": [5.331, 5.332], "homo_energy_ev": [-1.51, -1.51], "symbols": ["W", "S", "C", "N", "C", "C", "C", "C", "C", "C", "S", "H", "H", "H", "H", "O", "S", "O", "N", "C", "C", "C", "C", "C", "C", "C", "C", "N", "C", "C", "C", "C", "C", "C", "C", "H", "H", "H", "H", "H", "H", "H", "H", "H", "H", "H", "C", "C", "C", "C", "C", "C", "C", "C", "C", "C", "C", "C", "C", "C", "H", "H", "H", "H", "H", "H", "H", "H", "H", "H", "H", "C", "C", "C", "C", "C", "C", "Te", "C", "C", "C", "H", "H", "H", "H", "H", "H", "H", "H", "H", "H", "H", "O", "Se", "O", "O", "O"], "positions_angstrom": [[0.70954, 0.04214, -0.33426], [1.93356, -3.49067, -0.77981], [3.09525, -2.28078, -0.80160], [2.97677, -0.97900, -0.53696], [4.20860, -0.33844, -0.50413], [4.43819, 0.97231, -0.09756], [5.72857, 1.47987, -0.09864], [6.81045, 0.69555, -0.48929], [6.60499, -0.62575, -0.86146], [5.31475, -1.13105, -0.85345], [4.76831, -2.74323, -1.16952], [3.60799, 1.58292, 0.21834], [5.88531, 2.50902, 0.20277], [7.81235, 1.10796, -0.49348], [7.43706, -1.25760, -1.14871], [-1.99637, -0.74006, -2.28430], [-2.18088, -1.64870, -1.20179], [-3.46738, -1.74051, -0.55404], [-0.98762, -1.36267, -0.08426], [-1.00626, -2.19805, 1.03145], [-1.99691, -3.07103, 1.46276], [-1.80367, -3.87585, 2.60071], [-0.65985, -3.82807, 3.34267], [0.35796, -2.92459, 2.96541], [1.56647, -2.78017, 3.67243], [2.48574, -1.86690, 3.24625], [2.20350, -1.08383, 2.12353], [1.08642, -1.20185, 1.42501], [0.16782, -2.11865, 1.82743], [-1.86015, -3.28505, -1.82582], [-2.74562, -4.31850, -1.55312], [-2.50903, -5.57936, -2.08079], [-1.39158, -5.79706, -2.87626], [-0.51925, -4.75415, -3.15357], [-0.75230, -3.48805, -2.63509], [-2.93357, -3.12564, 0.94089], [-2.60049, -4.55291, 2.88751], [-0.51902, -4.45637, 4.21404], [1.74521, -3.38872, 4.55161], [3.42064, -1.71363, 3.76728], [2.90100, -0.32745, 1.80168], [-3.61810, -4.12349, -0.94573], [-3.19592, -6.39023, -1.86941], [-1.19966, -6.78492, -3.27925], [0.36129, -4.92140, -3.76016], [-0.07963, -2.66552, -2.83891], [2.53438, 5.92262, -2.18061], [3.09340, 4.65964, -2.31086], [2.83213, 3.66060, -1.38368], [2.00076, 3.89745, -0.28575], [1.47046, 5.18837, -0.15895], [1.71482, 6.18275, -1.09125], [1.67658, 2.98387, 0.84608], [1.30628, 1.69246, 1.04429], [1.09562, 1.45535, 2.52506], [-0.07468, 0.90053, 3.05363], [-0.20607, 0.65705, 4.41061], [0.82884, 0.95717, 5.29032], [1.99667, 1.50865, 4.78771], [2.12381, 1.75135, 3.42496], [2.73053, 6.69084, -2.91948], [3.73298, 4.43030, -3.15486], [3.27232, 2.69095, -1.54018], [0.82800, 5.39885, 0.68914], [1.26037, 7.15918, -0.96735], [1.66106, 3.58587, 1.75685], [-0.88702, 0.66077, 2.37954], [-1.12568, 0.21892, 4.78213], [0.72699, 0.75368, 6.35006], [2.82126, 1.73966, 5.45325], [3.05249, 2.15275, 3.03416], [-7.45663, 0.72281, -1.63747], [-6.00546, 0.98710, -1.32526], [-5.50837, 0.83752, -0.04219], [-4.16496, 1.07117, 0.25177], [-3.67843, 0.79656, 1.64960], [-3.29997, 1.48317, -0.76788], [-1.29678, 2.03840, -0.29804], [-3.78345, 1.62659, -2.07792], [-2.88294, 2.02851, -3.21190], [-5.12841, 1.37544, -2.32970], [-7.97624, 0.31449, -0.76910], [-7.55720, 0.00796, -2.45741], [-7.97297, 1.63897, -1.93748], [-6.17189, 0.50336, 0.75087], [-4.51440, 0.53882, 2.30369], [-3.13633, 1.64744, 2.06789], [-2.98841, -0.05269, 1.63384], [-2.00708, 1.38166, -3.27382], [-2.51068, 3.04555, -3.06775], [-3.42323, 1.98446, -4.16015], [-5.49775, 1.47300, -3.34763], [2.87970, 0.28119, -3.74094], [1.40479, 0.45616, -3.12400], [0.85823, -0.88948, -2.25806], [1.45374, 1.36761, -1.69157], [0.29433, 1.00471, -4.14459]], "forces_ev_per_angstrom": [[-0.602, 0.977, -0.044], [0.111, 0.068, 0.067], [-0.064, 0.004, -0.017], [-0.355, -0.062, -0.058], [0.003, 0.027, -0.023], [0.011, 0.028, 0.000], [-0.020, 0.004, 0.001], [0.011, -0.028, -0.001], [-0.009, 0.031, -0.002], [-0.009, -0.064, 0.001], [-0.031, -0.013, -0.012], [-0.059, 0.012, 0.014], [0.005, -0.003, -0.001], [-0.004, 0.008, -0.003], [0.003, 0.002, 0.004], [-0.041, -0.068, -0.130], [0.367, 0.101, 0.244], [-0.063, 0.114, -0.069], [-0.088, -0.413, 0.108], [-0.035, -0.097, -0.148], [0.138, 0.104, 0.020], [0.003, -0.005, 0.037], [-0.025, -0.065, 0.060], [-0.002, 0.004, -0.005], [-0.105, 0.013, -0.053], [0.094, 0.003, -0.052], [-0.061, -0.074, -0.018], [0.203, -0.162, 0.164], [-0.024, 0.019, -0.010], [0.026, -0.037, -0.024], [-0.014, 0.003, 0.039], [0.006, -0.004, -0.016], [0.007, 0.005, 0.002], [-0.014, 0.010, 0.005], [0.050, -0.012, -0.035], [-0.029, -0.033, -0.013], [-0.006, 0.006, -0.010], [-0.002, 0.008, 0.002], [-0.014, -0.005, -0.001], [0.000, 0.012, -0.017], [-0.017, -0.017, -0.044], [-0.003, 0.010, -0.002], [0.000, 0.002, 0.002], [0.001, 0.002, -0.001], [-0.003, -0.001, 0.000], [-0.001, 0.000, 0.034], [0.007, 0.000, -0.014], [-0.008, 0.005, 0.003], [0.042, 0.030, 0.014], [-0.112, -0.052, 0.004], [-0.013, 0.026, -0.026], [0.019, -0.008, 0.009], [0.123, 0.134, 0.161], [0.015, -0.015, -0.087], [0.005, 0.042, -0.150], [0.029, 0.094, -0.007], [-0.011, -0.013, 0.048], [-0.036, -0.029, -0.003], [0.001, 0.020, -0.064], [0.043, 0.025, 0.068], [0.000, 0.000, -0.003], [0.001, 0.007, -0.007], [0.003, 0.023, 0.019], [-0.008, -0.009, -0.004], [0.001, 0.004, -0.001], [0.040, 0.040, -0.002], [-0.037, 0.014, 0.025], [-0.002, 0.000, 0.000], [-0.007, 0.000, -0.004], [0.001, 0.007, -0.004], [-0.014, -0.002, 0.004], [0.025, 0.004, 0.006], [-0.046, -0.020, 0.019], [0.024, 0.023, -0.011], [-0.058, 0.031, -0.080], [0.013, -0.022, -0.035], [-0.027, -0.007, 0.083], [0.331, -0.550, 0.203], [-0.082, 0.014, 0.040], [-0.016, 0.037, 0.034], [0.053, 0.008, -0.033], [0.002, 0.001, 0.001], [-0.006, -0.001, 0.000], [-0.006, -0.001, -0.002], [0.002, -0.006, 0.002], [-0.003, 0.015, 0.006], [-0.036, -0.021, -0.007], [-0.002, 0.018, 0.023], [-0.041, 0.032, -0.013], [0.008, 0.020, -0.018], [0.015, 0.011, -0.004], [0.008, 0.003, 0.000], [-0.132, -0.048, 0.160], [-0.211, -0.277, -0.697], [0.318, 0.285, -0.013], [0.251, -0.340, 0.308], [0.196, 0.033, 0.053]], "mulliken_charge": [2.56, -0.43, -0.01, 0.52, -1.15, 0.36, -1.34, -0.63, -0.43, 0.69, -0.44, 0.47, 0.46, 0.35, 0.37, -0.75, 1.54, -0.71, 0.65, -0.11, -0.59, -1.11, -1.17, 1.78, -1.26, -1.40, 0.10, 1.44, -0.87, -0.09, -0.16, -0.81, -0.41, -0.76, -0.82, 0.82, 0.39, 0.40, 0.39, 0.52, 0.22, 0.40, 0.39, 0.35, 0.43, 0.66, -0.40, -1.28, 0.13, 0.72, -0.83, -0.71, -1.18, 0.54, -0.24, 0.55, -0.54, -0.63, -0.94, -0.25, 0.37, 0.41, 0.59, 0.31, 0.36, 0.42, 0.27, 0.46, 0.35, 0.37, 0.44, -1.70, 0.98, -1.13, 1.23, -1.50, 0.11, 0.08, 1.21, -1.72, -1.11, 0.33, 0.34, 0.34, 0.17, 0.39, 0.27, 0.07, 0.25, 0.30, 0.33, 0.26, -0.73, 1.17, -0.87, -0.49, -0.72]}